# 1
This record from OMol25 describes a molecular structure, C39H36AuClN3Si2. The level of theory is the ωB97M-V functional and the def2-TZVPD basis.

The electronic energy is -2846.567927 Ha. The gap between HOMO and LUMO (spin up / spin down) is 7.78 / 5.65 eV. As for the HOMO energy (spin up / spin down): -10.269 / -10.247 eV. The spin multiplicity is 3. The molecular weight comes out at 835.3 u. Its net charge is +1.

Cartesian coordinates (Å):
C -1.7776 -1.3636 5.0921
C -2.1941 -0.8325 3.8367
C -1.9943 -1.8353 2.8561
H -2.5979 0.1601 3.6610
C -1.4356 -2.9794 3.4810
C -1.3097 -2.6899 4.8753
H -0.9273 -3.3695 5.6339
H -1.8310 -0.8542 6.0542
H -2.2293 -1.7494 1.7974
H -1.1611 -3.9090 2.9923
Au 0.7939 0.2864 1.7534
Si -0.4510 -0.0768 -3.3503
C -0.0281 1.4103 -4.3565
C 1.2832 1.6440 -4.8011
H 2.0877 0.9515 -4.5319
C 1.5581 2.7600 -5.6024
H 2.5778 2.9334 -5.9446
C 0.5331 3.6497 -5.9399
H 0.7490 4.5340 -6.5482
C -0.7769 3.4173 -5.4850
H -1.5799 4.1199 -5.7349
C -1.0594 2.3017 -4.6919
H -2.0749 2.1114 -4.3312
C 0.1396 -1.5478 -4.3342
C -0.2691 -1.6867 -5.6719
H -0.9996 -0.9903 -6.0968
C 0.2783 -2.7033 -6.4671
H -0.0335 -2.7947 -7.5087
C 1.2191 -3.5958 -5.9360
H 1.6466 -4.3798 -6.5620
C 1.6042 -3.4695 -4.5931
H 2.3294 -4.1641 -4.1712
C 1.0634 -2.4602 -3.7954
H 1.3907 -2.3769 -2.7541
H -1.8735 -0.0597 -2.9973
Si 0.5294 -0.0146 -1.1715
C -0.2836 -1.6221 -0.5517
C -1.6658 -1.7637 -0.7872
H -2.2723 -0.8802 -1.0012
C -2.2622 -3.0219 -0.8019
H -3.3040 -3.1236 -1.0948
C -1.5135 -4.1409 -0.4332
H -1.9794 -5.1295 -0.4254
C -0.1866 -3.9878 -0.0141
H 0.3741 -4.8461 0.3622
C 0.4239 -2.7284 -0.0686
H 1.4485 -2.5973 0.2752
C -0.4536 1.5557 -0.6710
C -1.6736 1.6307 0.0211
H -1.9560 0.8400 0.7191
C -2.5092 2.7375 -0.1474
H -3.4872 2.7653 0.3399
C -2.0989 3.8031 -0.9538
H -2.7612 4.6535 -1.1308
C -0.8127 3.8071 -1.5043
H -0.4667 4.6416 -2.1169
C 0.0289 2.7157 -1.2967
H 1.0474 2.7308 -1.6801
H 1.6644 -0.0242 -2.0709
Cl 2.5375 0.2034 0.0038
N 0.5924 0.9587 5.0522
C 1.2807 -0.2430 4.8634
C 1.6056 -1.0108 5.9992
C 2.1525 -2.2649 5.8432
C 2.4455 -2.6912 4.5468
C 2.1791 -1.8703 3.4723
N 1.5517 -0.6853 3.6428
C 0.6671 2.1524 4.3244
C 0.4866 3.3665 4.9987
C 0.5888 4.5541 4.3071
C 0.9134 4.5066 2.9450
C 1.1099 3.2769 2.3350
N 0.9028 2.1305 3.0194
H 0.3656 1.1150 6.0324
H 1.3651 -0.5862 6.9665
H 2.3600 -2.8969 6.7090
H 2.8772 -3.6613 4.3573
H 2.4240 -2.1339 2.4509
H 0.2881 3.3127 6.0666
H 0.4262 5.5048 4.8042
H 1.0105 5.3967 2.3469
H 1.3895 3.1732 1.2891

# 2
This record from OMol25 describes C3H3NO2 in the gas phase. The level of theory is the ωB97M-V functional and the def2-TZVPD basis.

The electronic energy is -321.325146 Ha. The gap between HOMO and LUMO is 12.14 eV. As for the HOMO energy: -11.516 eV. The energy above the lowest of the compared OMol25 structures with the same formula, charge and spin is 32.94 kcal/mol. The molecular weight comes out at 85.1 u.

Cartesian coordinates (Å):
N 2.3896 -0.3853 1.7653
C 1.6621 0.0376 0.9744
C 0.4004 0.4078 0.3389
O 0.1358 -0.4249 -0.7893
C -1.1792 -0.4225 -1.0779
O -1.9933 0.2318 -0.4841
H 0.3116 1.4615 0.0640
H -0.3277 0.1911 1.1221
H -1.3995 -1.0972 -1.9133

# 3
This record from OMol25 describes C3H7IN2O in the gas phase. The level of theory is the ωB97M-V functional and the def2-TZVPD basis.

The electronic energy is -600.784932 Ha. The gap between HOMO and LUMO (spin up / spin down) is 7.56 / 7.56 eV. As for the HOMO energy (spin up / spin down): -9.077 / -9.082 eV. The energy above the lowest of the compared OMol25 structures with the same formula, charge and spin is 49.30 kcal/mol. The molecular weight comes out at 214.0 u.

Cartesian coordinates (Å):
C -0.2078 0.2614 -0.1483
C 2.1906 -0.4162 -0.0841
C 1.2799 0.7291 0.0858
N -1.1515 1.1420 0.1018
N -3.9708 -1.4981 0.3859
O -0.4588 -0.6984 -0.7783
I -3.2228 0.1784 -0.1014
H 2.6236 -0.7534 -0.9312
H 1.8725 -1.3235 0.4172
H 3.1609 -0.1144 0.4573
H 1.3360 1.1218 1.0880
H 1.5447 1.5128 -0.6063
H -1.1578 2.0616 0.5348
H -3.8387 -2.2031 -0.4211

# 4
This record from OMol25 describes C5H7NO in the gas phase. The level of theory is the ωB97M-V functional and the def2-TZVPD basis.

The electronic energy is -324.547802 Ha. The gap between HOMO and LUMO is 10.38 eV. As for the HOMO energy: -9.495 eV. The energy above the lowest of the compared OMol25 structures with the same formula, charge and spin is 110.86 kcal/mol. The molecular weight comes out at 97.1 u.

Cartesian coordinates (Å):
C -1.6332 1.1741 -0.5876
O -0.1717 1.0010 0.0645
C 0.8097 0.2665 0.8539
C 0.6446 -1.1904 1.1642
C 1.3339 -0.7608 -0.1211
C 0.4134 -0.4787 -1.2214
N -0.3030 -0.4065 -2.1309
H -1.5472 1.6890 -1.5734
H -2.2818 0.2963 -0.7748
H -2.0337 1.8316 0.1591
H 1.4545 0.9037 1.4820
H -0.3506 -1.6158 1.1339
H 1.3075 -1.6485 1.9072
H 2.3575 -1.0616 -0.3556

# 5
This record from OMol25 describes a molecular structure, C6H12N2. The level of theory is the ωB97M-V functional and the def2-TZVPD basis.

The electronic energy is -345.076196 Ha. The gap between HOMO and LUMO is 9.18 eV. As for the HOMO energy: -8.180 eV. The energy above the lowest of the compared OMol25 structures with the same formula, charge and spin is 157.92 kcal/mol. The molecular weight comes out at 112.2 u.

Cartesian coordinates (Å):
C -1.4731 -1.5324 1.5497
C -0.2140 -0.3254 0.2183
C -1.1791 -0.1561 -0.7798
C -0.3896 0.5521 -1.9840
C 0.7522 1.2999 -1.0909
C 1.9665 0.6941 0.9212
H -1.3796 -1.9575 2.4999
H -1.9470 -2.6617 0.9145
H -2.0451 -0.8557 1.6439
H -1.9265 0.5575 -0.5230
H -1.5271 -1.0240 -1.0126
H 0.1554 -0.2249 -2.7044
H -0.9152 0.9912 -2.8469
H 0.6404 2.3572 -1.0452
H 1.4047 1.5164 -1.7636
H 2.7664 0.9413 0.4172
H 1.8095 -0.3859 1.2937
H 1.1690 1.4711 1.6158
N -0.2237 -0.9441 1.3355
N 0.9405 0.3843 -0.1207